1.
The following is a quantum chemistry calculation of the molecule C24H34N2O3, from the Open Molecules 2025 dataset.

```
63
C24H34N2O3 wB97M-V/def2-TZVPD
C -2.4279 -0.3623 -3.4046
C -3.8925 -0.1528 -3.0268
O -4.2615 -0.8485 -1.8566
C -3.8496 -0.3936 -0.6400
C -3.2094 0.8087 -0.3994
C -2.8454 1.1932 0.8902
C -2.0828 2.4768 1.1109
N -0.6341 2.3554 0.9982
C -0.0423 1.4652 1.9776
C 1.4828 1.6261 1.9348
N 2.0453 1.4098 0.6173
C 2.3024 0.0192 0.3009
C 3.7152 -0.3718 0.7723
C 4.0446 -1.7679 0.3369
C 3.7155 -2.8577 1.1333
C 3.9853 -4.1479 0.7127
C 4.5868 -4.3664 -0.5147
C 4.9154 -3.2877 -1.3182
C 4.6437 -1.9990 -0.8953
C 1.3536 2.1771 -0.4028
C 1.7285 3.6627 -0.3032
C 3.2388 3.8624 -0.4273
O 3.7346 3.5221 -1.7018
C -0.1719 1.9948 -0.3263
C -3.1395 0.3489 1.9442
C -3.7897 -0.8582 1.7266
C -4.1475 -1.2455 0.4479
O -4.7876 -2.4060 0.1263
C -5.1493 -3.2761 1.1674
H -1.7666 0.0363 -2.6391
H -2.2264 -1.4250 -3.5120
H -2.2166 0.1356 -4.3471
H -4.1225 0.9169 -2.9358
H -4.5369 -0.5754 -3.8029
H -2.9930 1.4821 -1.2141
H -2.2910 2.8621 2.1132
H -2.3969 3.2296 0.3818
H -0.3147 0.4110 1.7878
H -0.4078 1.7397 2.9696
H 1.7365 2.6405 2.2531
H 1.9459 0.9279 2.6336
H 2.2575 -0.1191 -0.7819
H 1.5672 -0.6640 0.7519
H 3.7693 -0.2912 1.8590
H 4.4192 0.3394 0.3390
H 3.2488 -2.6926 2.0945
H 3.7272 -4.9855 1.3449
H 4.8003 -5.3732 -0.8430
H 5.3863 -3.4519 -2.2768
H 4.9032 -1.1586 -1.5234
H 1.7037 1.8172 -1.3765
H 1.2223 4.2042 -1.1071
H 1.3788 4.0696 0.6433
H 3.4960 4.9049 -0.1869
H 3.7507 3.1987 0.2712
H 3.2684 4.0475 -2.3620
H -0.4192 0.9454 -0.5748
H -0.6559 2.6464 -1.0579
H -2.8723 0.6286 2.9524
H -4.0105 -1.4908 2.5717
H -5.6570 -4.1120 0.6885
H -4.2720 -3.6491 1.7075
H -5.8333 -2.7965 1.8761
```

Properties
ΔE to the lowest compared entry with this formula, charge and spin: 78.2 kcal/mol
Electronic energy: -1270.113194 Ha

=====

2.
The following is a quantum chemistry calculation of a structure of composition C24H35Br45F3O5PSi, from the Open Molecules 2025 dataset.

```
114
C24H35Br45F3O5PSi wB97M-V/def2-TZVPD
C 3.1422 -1.5059 4.5451
C 2.8766 -0.3535 3.5876
O 3.3103 -0.7288 2.2675
P 2.2912 -0.4229 1.0687
O 2.2848 1.0023 0.7371
C 2.9284 -1.3639 -0.3497
C 4.1621 -2.2470 -0.0923
Si 3.7394 -3.8704 0.7509
O 2.5243 -4.6355 -0.0807
C 5.2604 -4.9596 1.0170
C 5.0156 -5.8904 2.2054
O 6.1433 -6.0173 3.0430
C 4.4938 -7.2819 1.7625
F 3.2811 -7.5392 2.3455
F 4.3446 -7.3918 0.3997
F 5.3540 -8.2797 2.1463
O 0.7913 -0.8412 1.4304
C 0.5619 -2.0794 2.1241
C 0.0765 -3.2036 1.2354
H 3.8856 -2.1285 4.0729
H 2.2749 -2.1248 4.6928
H 3.5693 -1.1710 5.4749
H 3.4681 0.4889 3.9041
H 1.8387 -0.0623 3.6020
H 2.1542 -1.9250 -0.8517
H 3.2457 -0.6029 -1.0395
H 4.6726 -2.4455 -1.0226
H 4.8812 -1.7384 0.5328
H 3.2595 -3.5273 2.1043
H 2.8775 -5.1837 -0.7921
H 6.0549 -4.2946 1.3226
H 5.5560 -5.4941 0.1282
H 4.2211 -5.4616 2.7989
H 5.9123 -5.6456 3.9001
H -0.2069 -1.8626 2.8518
H 1.4124 -2.4023 2.6981
H -0.9916 -3.1538 1.1205
H 0.2729 -4.1381 1.7334
H 0.5685 -3.1680 0.2797
C -0.1633 5.0262 2.4622
Br -0.0915 4.5770 4.3308
Br -1.9494 4.8443 1.7734
Br 0.5543 6.7876 2.1525
H 0.4668 4.3249 1.9336
C 7.9296 -1.0980 -2.1820
Br 7.4236 0.6078 -1.4602
Br 7.7528 -2.4987 -0.8738
Br 6.9552 -1.5057 -3.7909
H 8.9728 -1.0366 -2.4480
C -4.1164 2.3382 -0.2986
Br -5.1822 1.1188 -1.3387
Br -5.2123 3.4113 0.8725
Br -2.7095 1.4704 0.6819
H -3.6465 3.0124 -0.9984
C -7.0166 3.1219 -4.4655
Br -7.6981 4.3886 -5.7414
Br -5.0890 3.0459 -4.4997
Br -7.7008 3.4700 -2.6988
H -7.3769 2.1480 -4.7582
C 6.3373 -11.4285 1.7393
Br 6.8461 -11.3594 -0.1163
Br 5.3271 -13.0173 2.1372
Br 7.8623 -11.2460 2.8966
H 5.6932 -10.5834 1.9242
C 3.3792 -7.3237 -3.4219
Br 4.2599 -8.7516 -2.4855
Br 1.4901 -7.2862 -3.0616
Br 4.2087 -5.6191 -3.0519
H 3.5030 -7.5056 -4.4771
C -2.5782 -2.2268 -1.4961
Br -2.0291 -4.0642 -1.6363
Br -1.1317 -1.0485 -1.9702
Br -4.1500 -1.8940 -2.5475
H -2.8317 -2.0343 -0.4642
C -11.4181 6.6365 -6.1793
Br -10.4302 6.3759 -7.8102
Br -12.4606 5.0877 -5.7186
Br -10.2577 7.1579 -4.7354
H -12.1064 7.4486 -6.3476
C 2.3162 7.2720 5.7871
Br 1.7357 7.8582 7.5258
Br 3.4341 8.5808 4.9292
Br 3.1706 5.5510 5.8678
H 1.4332 7.1566 5.1756
C -8.0521 10.2380 -5.1389
Br -6.6222 8.9848 -4.8497
Br -7.8276 11.8359 -4.0900
Br -8.2878 10.6345 -7.0066
H -8.9593 9.7635 -4.7999
C 10.2348 2.6713 -4.0145
Br 8.6799 2.4330 -5.1204
Br 9.8733 3.8158 -2.5101
Br 10.9812 0.9796 -3.4675
H 10.9831 3.1632 -4.6141
C -3.7706 -7.0757 -4.5052
Br -4.4557 -5.6874 -5.6476
Br -1.8514 -7.1974 -4.6104
Br -4.3615 -6.8493 -2.6898
H -4.1710 -8.0110 -4.8603
C -9.7333 10.3905 -0.5582
Br -10.3005 9.2820 0.9070
Br -10.3162 9.6785 -2.2488
Br -10.2913 12.2175 -0.3323
H -8.6550 10.3846 -0.5665
C 1.0661 7.0682 11.7443
Br 1.1513 6.6938 13.6298
Br -0.7039 6.7944 11.0417
Br 1.7203 8.8320 11.3406
H 1.7175 6.3664 11.2490
C -8.6996 -1.1218 -3.4421
Br -7.1716 -0.7896 -4.5706
Br -8.2144 -1.2625 -1.5840
Br -10.0703 0.2006 -3.7117
H -9.1065 -2.0734 -3.7433
```

Properties
Electronic energy: -118072.743367 Ha

=====

3.
The following is a quantum chemistry calculation of a structure of composition C24H35ClN3OP2Tb, from the Open Molecules 2025 dataset.

```
67
C24H35ClN3OP2Tb wB97M-V/def2-TZVPD
Tb 0.0277 0.9110 -0.7748
Cl 0.3578 0.4425 1.6761
P -1.6721 -1.3409 -1.2663
C -1.4843 -1.2794 -3.0833
C -2.5420 -0.8924 -3.9213
C -2.3177 -0.7336 -5.2911
C -1.0366 -0.9167 -5.8250
C 0.0237 -1.2805 -4.9869
C -0.1941 -1.4894 -3.6267
C -1.2262 -3.0208 -0.7618
C -1.0014 -3.2401 0.6162
C -0.6629 -4.5125 1.0670
C -0.5156 -5.5666 0.1577
C -0.7141 -5.3438 -1.2063
C -1.0736 -4.0777 -1.6731
C -3.4273 -1.1574 -0.8480
C -3.8420 -0.0754 -0.0489
C -5.1963 0.1124 0.2180
C -6.1335 -0.8222 -0.2387
C -5.7165 -1.9276 -0.9839
C -4.3656 -2.1020 -1.2985
H -1.0806 -2.4011 1.3106
H -0.5122 -4.6822 2.1360
H -0.2430 -6.5598 0.5167
H -0.5891 -6.1616 -1.9222
H -1.2321 -3.9062 -2.7391
H -3.5328 -0.7231 -3.4988
H -3.1464 -0.4616 -5.9437
H -0.8649 -0.7757 -6.8903
H 1.0282 -1.4107 -5.3987
H 0.6265 -1.8200 -2.9851
H -3.1093 0.6298 0.3476
H -5.5159 0.9804 0.7919
H -7.1880 -0.6829 -0.0032
H -6.4431 -2.6647 -1.3315
H -4.0346 -2.9617 -1.8813
H -1.3352 1.7234 -1.6139
H -1.7824 1.1356 -0.8816
C -0.4553 3.7217 -0.0588
N 0.9429 4.0314 -0.4123
C 1.6528 4.6470 0.7235
P 1.7090 3.1166 -1.5707
O 0.6670 2.3324 -2.3552
N 2.6516 4.0063 -2.5335
C 2.9132 3.4905 -3.8887
C 2.8102 5.4547 -2.3688
N 2.5463 1.8491 -0.7775
C 3.6711 2.2554 0.0872
C 2.8516 0.6308 -1.5783
H -0.8978 4.5963 0.4324
H -0.5102 2.8766 0.6790
H -1.0481 3.4801 -0.9493
H 1.7672 3.9374 1.5565
H 2.6286 5.0457 0.4275
H 1.0302 5.4780 1.0783
H 2.1609 2.7436 -4.1743
H 2.8670 4.3276 -4.5946
H 3.9113 3.0331 -3.9424
H 1.8857 5.9125 -1.9907
H 3.6382 5.6839 -1.6834
H 3.0400 5.8775 -3.3525
H 3.3145 2.6347 1.0477
H 4.2832 1.3678 0.2742
H 4.2970 3.0100 -0.4129
H 3.7020 0.1387 -1.0926
H 2.0172 -0.1107 -1.5812
H 3.1269 0.8807 -2.6129
```

Properties
<S²>: 12.09
Spin multiplicity: 7
Charge: +2
Electronic energy: -3141.797998 Ha

=====

4.
The following is a quantum chemistry calculation of a structure of composition C24H35F6InN4PS2Se, from the Open Molecules 2025 dataset.

```
74
C24H35F6InN4PS2Se wB97M-V/def2-TZVPD
In 0.5239 -1.4956 0.4219
F 0.9227 0.2635 2.4825
P 0.1878 -0.6581 3.6564
F 1.4754 -0.4817 4.5727
F -1.0637 -0.8318 2.5777
F -0.5589 -1.5991 4.6883
F 0.8887 -1.9829 2.9428
F -0.5081 0.6662 4.2172
C 2.4986 -1.0706 -4.7514
C 1.9721 0.1441 -3.9825
C 0.6282 0.6253 -4.5505
C 2.9990 1.2750 -4.0662
N 1.8740 -0.2100 -2.5566
N 1.1062 -1.3701 -2.2614
H 2.7761 -0.7806 -5.7604
H 1.7548 -1.8620 -4.8194
H 3.3823 -1.4566 -4.2487
H 0.7346 0.9127 -5.5936
H 0.2781 1.4893 -3.9877
H -0.1399 -0.1454 -4.4927
H 3.2123 1.5152 -5.1040
H 3.9208 0.9709 -3.5794
H 2.6233 2.1697 -3.5764
H 1.4543 0.5730 -2.0531
H 1.6826 -2.1857 -2.4680
H 0.2675 -1.4400 -2.8456
C 2.8995 -1.3059 0.4220
C 3.4115 -0.4689 1.4688
C 3.8625 -1.0045 2.6864
C 4.4121 -0.1923 3.6516
C 4.4909 1.1866 3.4416
C 4.0032 1.7424 2.2517
C 3.4816 0.9237 1.2825
C 5.0649 2.0270 4.4187
N 5.5513 2.7290 5.1852
H 3.1232 -2.3661 0.5111
H 2.9911 -0.9071 -0.5822
H 3.7745 -2.0671 2.8679
H 4.7842 -0.6135 4.5728
H 4.0462 2.8122 2.1071
H 3.0938 1.3385 0.3629
C -7.6160 -1.0343 0.5809
C -6.1449 -0.8023 0.4367
C -5.6437 0.4227 0.0078
C -4.2924 0.6083 -0.2200
C -3.7872 1.9476 -0.6603
C -3.4094 -0.4730 -0.0285
Se -1.6483 -0.2740 -0.7265
C -3.8802 -1.6867 0.5037
C -2.9742 -2.8314 0.8169
C -5.2427 -1.8215 0.7229
H -8.1859 -0.1384 0.3451
H -7.8633 -1.3507 1.5929
H -7.9292 -1.8307 -0.0944
H -6.3238 1.2484 -0.1583
H -4.5743 2.6965 -0.6149
H -3.4092 1.8989 -1.6830
H -2.9654 2.2627 -0.0184
H -2.0650 -2.4862 1.3168
H -2.6947 -3.3646 -0.0978
H -3.4678 -3.5379 1.4832
H -5.6200 -2.7578 1.1094
C -0.1882 2.8337 1.3881
S 0.4564 2.2562 -0.1941
C 1.2979 3.7781 -0.7364
H -0.7716 3.7356 1.2302
H 0.6359 3.0158 2.0711
H -0.8089 2.0422 1.7945
H 2.0582 4.0460 -0.0062
H 0.5712 4.5785 -0.8485
H 1.7658 3.5692 -1.6934
S 0.3016 -3.9587 -0.4356
C 0.2726 -4.5339 1.1138
N 0.2629 -4.9300 2.1934
```

Properties
ΔE to the lowest compared entry with this formula, charge and spin: 2.9 kcal/mol
<S²>: 0.76
Spin multiplicity: 2
Electronic energy: -5483.204406 Ha

=====

Calculated max |F|, 0.0128, 0.0379, 0.1446, 0.0405 Eh/bohr (same order as the records).